A cluster of 2 separate species, C2H8NOS in total at a distorted geometry. Source: the OMol25 dataset; level of theory: ωB97M-V/def2-TZVPD.

Last column: Mulliken charge in e.
Geometry (Å):
C  1.059  -0.533  -1.098  -0.40
C  -0.202  0.184  -0.670  -0.68
S  -1.579  -0.817  0.055  -0.66
N  1.837  -1.270  0.073  -0.59
H  0.847  -1.311  -1.813  0.23
H  1.807  0.050  -1.743  0.25
H  0.133  0.957  0.079  0.28
H  -0.570  0.682  -1.607  0.25
H  2.800  -0.809  0.298  0.19
H  1.272  -1.165  0.941  0.25
H  -2.155  0.897  1.266  0.24
H  -2.748  1.387  2.532  0.28
O  -2.501  1.749  1.687  -0.63

Output
**E_tot**: -609.19881 Eh
**Charge**: -1

=====

A structure of composition C21H22F3N4NaO2SSb. Source: the OMol25 dataset; level of theory: ωB97M-V/def2-TZVPD.

Last column: Mulliken charge in e.
Geometry (Å):
Na  -1.592  -1.204  -0.600  0.74
C  -0.654  -5.886  -1.720  -0.57
O  -1.310  -5.054  -2.694  -0.42
C  -1.417  -3.774  -2.372  0.74
O  -1.002  -3.284  -1.331  -0.67
N  -2.033  -3.066  -3.351  -0.10
N  -2.301  -1.711  -3.142  -0.52
H  -0.602  -6.873  -2.164  0.24
H  -1.232  -5.911  -0.799  0.28
H  0.343  -5.505  -1.512  0.25
H  -2.363  -3.539  -4.177  0.22
H  -3.296  -1.535  -3.225  0.26
H  -1.805  -1.146  -3.821  0.25
F  6.760  2.656  -1.059  -0.31
C  5.477  2.271  -1.045  0.34
C  4.584  2.897  -1.895  -0.64
C  3.259  2.492  -1.875  -0.58
C  2.833  1.485  -1.014  -0.16
C  3.759  0.872  -0.173  0.21
C  5.090  1.261  -0.185  -0.73
Sb  0.766  0.970  -1.006  1.07
C  0.885  -0.646  0.398  -1.01
C  1.443  -1.857  -0.018  -0.38
C  1.513  -2.944  0.837  -0.59
C  0.995  -2.817  2.112  0.26
F  1.047  -3.868  2.939  -0.33
C  0.421  -1.642  2.560  -0.72
C  0.375  -0.555  1.695  0.43
C  0.143  2.460  0.381  -0.36
C  -1.150  2.969  0.293  -0.50
C  -1.591  3.947  1.175  -0.66
C  -0.719  4.402  2.145  0.32
F  -1.142  5.341  3.002  -0.33
C  0.575  3.923  2.257  -0.69
C  1.000  2.953  1.365  0.14
H  4.931  3.681  -2.554  0.44
H  2.556  2.978  -2.543  0.36
H  3.450  0.087  0.506  0.30
H  5.823  0.797  0.461  0.45
H  1.835  -1.958  -1.024  0.47
H  1.957  -3.882  0.532  0.53
H  0.038  -1.582  3.570  0.49
H  -0.039  0.381  2.054  0.34
H  -1.824  2.617  -0.482  0.43
H  -2.584  4.372  1.105  0.54
H  1.226  4.319  3.025  0.48
H  2.016  2.582  1.434  0.44
N  -3.493  1.161  1.950  -0.23
C  -4.452  0.669  1.160  0.75
N  -5.710  1.040  1.424  -0.41
S  -4.161  -0.369  -0.137  -0.46
H  -3.695  1.765  2.730  0.22
H  -2.532  0.942  1.761  -0.01
H  -5.952  1.643  2.192  0.19
H  -6.448  0.671  0.851  0.21

Output
**E_tot**: -2283.13912 Eh
**Charge**: +1

=====

A cluster of 2 separate species, C3H7NO2 in total at a distorted geometry. Source: the OMol25 dataset; level of theory: ωB97M-V/def2-TZVPD.

Last column: Mulliken charge in e.
Geometry (Å):
O  -1.361  -0.748  1.540  -0.54
C  -1.333  -0.673  0.149  -0.27
C  -0.696  0.565  -0.445  -0.33
N  1.269  0.299  -1.049  -0.45
C  1.757  0.287  0.165  0.06
O  0.998  0.402  1.142  -0.71
H  -0.462  -0.509  1.821  0.44
H  -2.387  -0.656  -0.186  0.31
H  -0.873  -1.548  -0.328  0.25
H  -0.853  1.472  0.161  0.32
H  -0.866  0.701  -1.491  0.29
H  1.967  0.227  -1.816  0.20
H  2.840  0.181  0.339  0.42

Output
**E_tot**: -323.64821 Eh

=====

What did we get for E_LUMO? Answer: 4.17, -2.21, 0.14 eV, in the order shown.
What did we get for relative energy (zero: lowest compared OMol25 entry of this formula, charge and spin)? Answer: 66.1, 24.0, 348.6 kJ/mol, in the order shown.